Entry 1:
Formula: C42H74BaCl8F6NO22S2
Source: OMol25
Level of theory: ωB97M-V/def2-TZVPD

## Properties
Charge: +1
Orbital gap in eV: 2.778
HOMO level in eV: -9.90
E_tot in eV: -230113.4596

Each line ends with the Löwdin charge.
Element x y z (Å)
Ba (-1.579, 5.422, -0.073)  1.921
C (-3.841, -0.979, -3.130)  -0.599
F (-2.592, -0.853, -3.530)  0.125
F (-4.632, -0.163, -3.838)  0.117
F (-4.205, -2.291, -3.435)  0.081
S (-4.078, -0.684, -1.226)  0.661
O (-5.090, 0.329, -1.142)  -0.328
O (-4.514, -1.940, -0.668)  -0.282
N (-2.476, -0.036, -0.818)  -0.321
S (-1.853, -1.356, -0.367)  0.492
O (-2.266, -1.883, 0.919)  -0.309
O (-1.813, -2.341, -1.435)  -0.321
C (0.099, -1.034, -0.115)  -0.621
F (0.741, -2.136, 0.235)  0.159
F (0.654, -0.526, -1.188)  0.126
F (0.247, -0.022, 0.823)  0.037
Cl (-3.740, 1.914, -12.521)  0.508
C (-5.129, 0.762, -12.529)  -0.619
C (-6.335, 1.624, -12.860)  -0.694
Cl (-6.834, 2.612, -11.463)  0.532
H (-5.084, 0.276, -11.555)  0.065
H (-4.935, 0.001, -13.285)  0.074
H (-7.155, 1.013, -13.234)  0.072
H (-6.115, 2.250, -13.725)  0.062
Cl (-11.552, -4.014, 2.388)  0.523
C (-12.882, -2.843, 2.055)  -0.652
C (-12.393, -1.525, 1.480)  -0.672
Cl (-11.679, -0.527, 2.753)  0.538
H (-13.395, -2.665, 3.000)  0.059
H (-13.659, -3.305, 1.445)  0.072
H (-13.150, -0.944, 0.954)  0.072
H (-11.590, -1.560, 0.744)  0.060
Cl (-4.370, -8.937, -0.661)  0.536
C (-6.117, -8.571, -0.643)  -0.674
C (-6.709, -8.606, -2.002)  -0.691
Cl (-7.038, -10.247, -2.568)  0.551
H (-6.207, -7.602, -0.153)  0.073
H (-6.522, -9.252, 0.104)  0.066
H (-6.013, -8.191, -2.731)  0.063
H (-7.629, -8.022, -2.020)  0.077
Cl (-0.614, -5.018, -8.290)  0.560
C (0.350, -5.352, -6.848)  -0.697
C (1.112, -6.660, -7.052)  -0.666
Cl (1.800, -7.203, -5.495)  0.539
H (-0.221, -5.437, -5.923)  0.067
H (0.966, -4.475, -6.650)  0.068
H (1.949, -6.573, -7.745)  0.070
H (0.353, -7.377, -7.364)  0.061
C (-5.985, 7.135, 3.216)  -0.095
O (-5.322, 5.921, 3.477)  -0.191
C (-5.589, 5.428, 4.722)  -0.260
C (-4.648, 4.214, 5.006)  -0.138
O (-3.324, 4.767, 4.833)  -0.206
C (-2.927, 5.567, 5.942)  -0.115
H (-7.069, 7.240, 3.253)  0.099
H (-5.559, 7.450, 2.264)  0.079
H (-5.594, 7.786, 3.999)  0.090
H (-6.643, 5.151, 4.725)  0.130
H (-5.580, 6.091, 5.587)  0.118
H (-4.891, 3.364, 4.367)  0.127
H (-4.785, 3.871, 6.031)  0.123
H (-1.853, 5.690, 5.805)  0.086
H (-3.068, 5.181, 6.952)  0.095
H (-3.391, 6.552, 5.998)  0.080
C (3.662, -7.047, 6.564)  -0.156
O (3.264, -7.932, 7.542)  -0.228
C (2.017, -8.792, 7.408)  -0.081
C (0.938, -7.848, 8.076)  -0.207
O (-0.389, -8.331, 7.934)  -0.201
C (-1.114, -7.847, 6.824)  -0.103
H (3.803, -7.580, 5.623)  0.082
H (4.669, -6.765, 6.872)  0.089
H (2.989, -6.201, 6.427)  0.079
H (2.164, -9.698, 7.995)  0.117
H (1.746, -9.044, 6.383)  0.112
H (1.053, -6.776, 7.915)  0.117
H (1.254, -7.918, 9.117)  0.117
H (-1.836, -8.617, 6.552)  0.089
H (-0.500, -7.524, 5.983)  0.087
H (-1.611, -6.990, 7.279)  0.086
C (9.320, 1.349, -5.866)  -0.076
O (8.821, 0.092, -6.414)  -0.171
C (8.284, -0.760, -5.438)  -0.248
C (7.013, -1.520, -5.850)  -0.185
O (7.227, -2.297, -7.057)  -0.183
C (7.978, -3.499, -6.783)  -0.099
H (9.640, 1.989, -6.688)  0.084
H (10.134, 1.184, -5.159)  0.086
H (8.476, 1.862, -5.405)  0.078
H (8.074, -0.196, -4.529)  0.112
H (8.950, -1.540, -5.070)  0.114
H (6.153, -0.853, -5.902)  0.118
H (6.781, -2.183, -5.017)  0.111
H (7.723, -4.108, -7.650)  0.087
H (7.800, -4.046, -5.858)  0.088
H (9.034, -3.248, -6.888)  0.083
C (10.166, 2.246, 3.206)  -0.059
O (9.991, 1.264, 2.096)  -0.193
C (10.631, 0.042, 2.378)  -0.216
C (9.951, -0.937, 3.396)  -0.188
O (10.059, -0.594, 4.757)  -0.204
C (11.355, -0.759, 5.303)  -0.105
H (9.505, 3.062, 2.916)  0.075
H (11.196, 2.599, 3.262)  0.085
H (9.768, 1.964, 4.181)  0.079
H (11.629, 0.289, 2.741)  0.108
H (10.697, -0.447, 1.406)  0.123
H (10.522, -1.859, 3.292)  0.110
H (8.891, -1.064, 3.174)  0.129
H (12.106, -0.029, 5.003)  0.078
H (11.710, -1.739, 4.985)  0.087
H (11.312, -0.649, 6.387)  0.091
C (3.500, 6.308, 1.081)  -0.130
O (2.978, 5.956, -0.162)  -0.195
C (3.905, 5.740, -1.226)  -0.175
C (3.432, 5.846, -2.684)  -0.160
O (2.165, 5.163, -2.959)  -0.217
C (1.914, 5.177, -4.324)  -0.131
H (4.504, 6.731, 1.061)  0.093
H (3.602, 5.480, 1.783)  0.090
H (2.909, 7.064, 1.597)  0.080
H (4.303, 4.730, -1.133)  0.130
H (4.792, 6.365, -1.119)  0.128
H (4.180, 5.379, -3.324)  0.130
H (3.349, 6.882, -3.011)  0.121
H (2.168, 6.173, -4.689)  0.084
H (0.874, 4.919, -4.524)  0.092
H (2.661, 4.554, -4.817)  0.098
C (3.527, -1.992, 11.133)  0.061
C (2.215, -1.918, 11.022)  -0.265
C (1.502, -0.904, 10.173)  -0.288
O (0.302, -0.727, 10.087)  0.116
C (2.475, -0.182, 9.258)  0.085
C (3.803, -0.394, 9.302)  -0.210
C (4.475, -1.231, 10.361)  -0.326
O (5.647, -1.152, 10.666)  0.133
O (4.696, 0.260, 8.492)  0.076
O (1.414, -2.746, 11.678)  0.120
H (3.724, -2.749, 11.877)  0.145
H (2.038, 0.520, 8.564)  0.124
H (5.498, -0.251, 8.360)  0.113
H (0.527, -2.379, 11.677)  0.115
C (-9.391, 7.517, -6.548)  0.068
C (-8.484, 6.931, -5.742)  -0.167
C (-6.971, 7.058, -5.928)  -0.274
O (-6.107, 6.471, -5.186)  0.035
C (-6.631, 7.768, -7.122)  0.048
C (-7.519, 8.424, -7.899)  -0.160
C (-9.001, 8.306, -7.701)  -0.292
O (-9.842, 8.803, -8.480)  0.110
O (-7.116, 9.064, -9.077)  0.086
O (-8.926, 6.123, -4.681)  0.064
H (-10.430, 7.226, -6.500)  0.141
H (-5.585, 7.929, -7.338)  0.136
H (-7.856, 9.155, -9.681)  0.107
H (-8.265, 5.446, -4.518)  0.101

---

Entry 2:
Formula: C42H74N3O11
Source: OMol25
Level of theory: ωB97M-V/def2-TZVPD

## Properties
ΔE to the lowest compared entry with this formula, charge and spin in kJ/mol: 0.0
Charge: +1
Orbital gap in eV: 7.844
HOMO level in eV: -11.18
E_tot in eV: -71740.0883

Each line ends with the Löwdin charge.
Element x y z (Å)
C (-2.499, 2.076, 4.880)  -0.045
C (-2.408, 0.991, 3.849)  -0.271
C (-2.845, -0.306, 4.080)  -0.020
C (-2.766, -1.256, 3.065)  -0.007
C (-2.259, -0.976, 1.801)  -0.106
C (-2.234, -2.021, 0.696)  -0.357
C (-3.015, -1.576, -0.545)  -0.052
C (-2.687, -3.413, 1.116)  -0.067
C (-1.796, 0.327, 1.585)  -0.218
O (-1.268, 0.795, 0.385)  -0.033
C (-0.069, 0.186, -0.083)  -0.094
C (0.909, -0.057, 1.015)  -0.110
N (0.983, 0.878, 1.997)  0.223
C (1.767, 0.829, 3.047)  -0.122
C (1.663, 1.918, 4.061)  -0.082
C (0.884, 1.387, 5.296)  -0.158
C (1.396, 1.958, 6.637)  -0.175
C (1.505, 0.918, 7.755)  -0.283
N (0.383, 0.993, 8.703)  -0.002
C (2.634, -0.289, 3.193)  -0.060
C (3.483, -0.384, 4.317)  0.000
C (4.281, -1.478, 4.479)  -0.025
C (4.238, -2.502, 3.527)  0.004
C (3.434, -2.467, 2.406)  -0.114
C (3.469, -3.694, 1.523)  -0.109
C (4.597, -3.687, 0.464)  -0.092
C (5.447, -4.933, 0.534)  -0.510
N (6.809, -4.743, 0.910)  0.108
O (4.985, -5.997, 0.253)  0.122
C (2.615, -1.309, 2.194)  0.024
C (1.747, -1.137, 1.065)  -0.159
O (1.727, -2.037, 0.053)  -0.039
C (2.308, -1.585, -1.209)  -0.107
C (3.494, -0.621, -1.131)  -0.297
C (4.394, -0.953, -2.353)  -0.040
C (3.027, 0.854, -1.214)  -0.147
C (4.063, 1.892, -1.677)  -0.406
C (3.805, 3.188, -0.880)  -0.075
C (3.911, 2.240, -3.151)  -0.071
C (-1.874, 1.274, 2.596)  0.013
H (-2.604, 1.678, 5.884)  0.087
H (-3.410, 2.641, 4.680)  0.094
H (-1.679, 2.782, 4.798)  0.066
H (-3.265, -0.551, 5.043)  0.115
H (-3.130, -2.240, 3.300)  0.104
H (-1.193, -2.151, 0.398)  0.117
H (-2.952, -2.387, -1.267)  0.080
H (-2.583, -0.715, -1.043)  0.071
H (-4.047, -1.385, -0.265)  0.096
H (-3.768, -3.489, 1.201)  0.091
H (-2.265, -3.679, 2.081)  0.074
H (-2.298, -4.147, 0.419)  0.084
H (-0.280, -0.709, -0.652)  0.116
H (0.373, 0.903, -0.776)  0.135
H (0.351, 1.672, 1.919)  0.156
H (1.127, 2.750, 3.615)  0.116
H (2.664, 2.217, 4.344)  0.118
H (0.975, 0.305, 5.338)  0.105
H (-0.167, 1.619, 5.145)  0.068
H (2.382, 2.393, 6.482)  0.100
H (0.708, 2.731, 6.961)  0.109
H (2.408, 1.145, 8.316)  0.107
H (1.649, -0.087, 7.348)  0.102
H (0.734, 0.768, 9.626)  0.064
H (-0.294, 0.262, 8.517)  0.064
H (3.496, 0.375, 5.080)  0.114
H (4.929, -1.598, 5.331)  0.118
H (4.859, -3.373, 3.678)  0.125
H (3.676, -4.534, 2.183)  0.118
H (2.514, -3.918, 1.074)  0.117
H (4.166, -3.653, -0.530)  0.107
H (5.245, -2.827, 0.584)  0.111
H (6.955, -5.034, 1.870)  0.090
H (7.400, -5.316, 0.320)  0.091
H (2.579, -2.491, -1.737)  0.119
H (1.515, -1.118, -1.790)  0.121
H (4.108, -0.762, -0.247)  0.132
H (3.929, -0.542, -3.242)  0.079
H (5.398, -0.573, -2.208)  0.086
H (4.469, -2.029, -2.495)  0.072
H (2.766, 1.133, -0.191)  0.092
H (2.143, 0.921, -1.843)  0.102
H (5.078, 1.598, -1.422)  0.131
H (2.813, 3.552, -1.149)  0.083
H (3.814, 2.992, 0.190)  0.068
H (4.526, 3.958, -1.137)  0.079
H (4.294, 1.487, -3.831)  0.070
H (2.881, 2.494, -3.369)  0.059
H (4.488, 3.144, -3.347)  0.082
H (-1.520, 2.278, 2.399)  0.110
C (-0.458, 2.027, -4.630)  -0.237
C (-0.613, 2.199, -6.124)  -0.232
O (-0.181, 1.014, -6.795)  -0.066
O (0.898, 1.732, -4.306)  -0.093
H (-0.742, 2.936, -4.099)  0.122
H (-1.094, 1.202, -4.281)  0.111
H (0.032, 3.002, -6.478)  0.126
H (-1.648, 2.430, -6.391)  0.123
H (-0.826, 0.321, -6.622)  0.091
H (1.222, 1.166, -5.019)  0.082
C (-4.254, -1.250, -4.065)  -0.247
C (-5.550, -1.388, -3.296)  -0.241
O (-6.656, -1.156, -4.166)  -0.066
O (-4.167, 0.045, -4.648)  -0.078
H (-3.393, -1.384, -3.410)  0.095
H (-4.207, -1.999, -4.867)  0.117
H (-5.609, -0.630, -2.515)  0.121
H (-5.636, -2.378, -2.837)  0.123
H (-6.710, -1.903, -4.775)  0.079
H (-5.063, 0.269, -4.929)  0.076
C (-1.112, 5.466, 1.150)  -0.236
C (-2.347, 6.074, 1.777)  -0.234
O (-1.989, 6.792, 2.958)  -0.065
O (-0.459, 4.615, 2.088)  -0.098
H (-1.371, 4.870, 0.274)  0.122
H (-0.413, 6.255, 0.847)  0.120
H (-3.031, 5.288, 2.095)  0.123
H (-2.865, 6.731, 1.073)  0.125
H (-1.511, 7.585, 2.695)  0.095
H (-0.551, 5.051, 2.946)  0.076
C (-5.636, -3.052, -8.022)  -0.252
C (-6.532, -2.956, -9.238)  -0.237
O (-7.726, -2.244, -8.908)  -0.067
O (-6.323, -3.695, -6.954)  -0.077
H (-4.739, -3.631, -8.242)  0.121
H (-5.336, -2.046, -7.698)  0.112
H (-6.847, -3.951, -9.549)  0.126
H (-6.017, -2.469, -10.071)  0.122
H (-7.496, -1.318, -8.778)  0.091
H (-7.240, -3.395, -7.012)  0.077

---

Entry 3:
Formula: C42H75F2N2O14P2
Source: OMol25
Level of theory: ωB97M-V/def2-TZVPD

## Properties
Charge: +1
Orbital gap in eV: 4.666
HOMO level in eV: -10.15
E_tot in eV: -100411.9742

Each line ends with the Löwdin charge.
Element x y z (Å)
C (5.739, -5.899, 1.139)  -0.265
P (5.116, -5.191, -0.501)  0.951
C (3.614, -6.125, -1.175)  -0.276
C (4.865, -3.327, -0.441)  -0.164
C (3.518, -2.565, -0.221)  0.074
C (2.150, -3.368, -0.064)  -0.332
O (1.786, -4.010, 0.953)  0.104
O (1.262, -3.304, -1.198)  -0.065
C (-0.126, -3.200, -0.763)  -0.159
C (-1.069, -2.655, -1.973)  -0.143
C (-2.618, -2.562, -1.568)  -0.132
F (-2.788, -1.309, -0.816)  -0.140
C (3.548, -1.007, -0.164)  -0.039
F (2.375, -0.236, -0.002)  0.049
C (4.916, -0.294, -0.334)  0.057
N (6.180, -0.993, -0.538)  -0.114
P (7.704, -0.056, -0.688)  0.837
O (8.497, -0.282, 0.617)  -0.400
C (6.171, -2.440, -0.599)  -0.163
O (7.459, -3.081, -0.786)  -0.014
C (7.713, -3.085, -2.205)  -0.214
N (8.358, -2.943, -3.228)  0.209
H (6.898, -5.833, 1.108)  0.055
H (5.489, -7.002, 1.310)  0.028
H (5.408, -5.194, 1.977)  0.053
H (3.079, -5.459, -1.927)  0.022
H (3.835, -7.184, -1.545)  0.070
H (2.877, -6.252, -0.283)  0.052
H (-0.485, -4.283, -0.557)  0.143
H (-0.293, -2.560, 0.170)  0.147
H (-0.759, -1.588, -2.309)  0.126
H (-0.946, -3.333, -2.903)  0.094
H (-2.852, -3.436, -0.866)  0.126
H (-3.331, -2.511, -2.479)  0.139
H (4.953, 0.846, -0.313)  0.138
H (7.345, 1.307, -0.937)  0.048
H (8.533, -0.499, -1.768)  0.049
C (-5.198, 1.125, -0.299)  -0.014
C (-4.733, 2.555, -0.371)  -0.496
O (-5.253, 3.352, -1.132)  0.029
C (-3.600, 2.961, 0.533)  -0.016
H (-6.019, 0.976, -1.005)  0.086
H (-4.379, 0.454, -0.567)  0.061
H (-5.558, 0.902, 0.708)  0.092
H (-2.711, 2.371, 0.302)  0.082
H (-3.889, 2.819, 1.577)  0.091
H (-3.371, 4.017, 0.374)  0.081
C (10.959, 0.610, 2.223)  -0.041
C (12.160, 1.518, 2.251)  -0.499
O (12.408, 2.268, 1.322)  0.052
C (13.041, 1.464, 3.470)  -0.035
H (10.418, 0.756, 1.287)  0.042
H (11.280, -0.432, 2.283)  0.089
H (10.292, 0.850, 3.053)  0.088
H (13.455, 0.460, 3.586)  0.091
H (12.468, 1.742, 4.356)  0.072
H (13.866, 2.171, 3.352)  0.083
C (-9.420, 3.998, 1.890)  -0.019
C (-7.954, 4.287, 1.712)  -0.486
O (-7.191, 4.312, 2.664)  0.049
C (-7.465, 4.545, 0.312)  -0.021
H (-9.630, 3.832, 2.949)  0.086
H (-10.010, 4.850, 1.545)  0.057
H (-9.691, 3.098, 1.334)  0.090
H (-7.970, 5.421, -0.103)  0.076
H (-7.649, 3.669, -0.313)  0.088
H (-6.392, 4.739, 0.334)  0.047
C (2.628, -10.306, 1.981)  -0.018
C (3.835, -9.409, 2.018)  -0.482
O (4.092, -8.653, 1.094)  0.025
C (4.713, -9.479, 3.238)  -0.014
H (2.088, -10.149, 1.044)  0.084
H (2.940, -11.351, 2.034)  0.092
H (1.961, -10.067, 2.812)  0.091
H (5.118, -10.487, 3.348)  0.093
H (4.139, -9.203, 4.126)  0.093
H (5.544, -8.779, 3.128)  0.077
C (-10.391, 7.036, -0.978)  -0.021
C (-11.498, 6.032, -0.788)  -0.478
O (-11.722, 5.535, 0.304)  0.032
C (-12.316, 5.666, -1.996)  -0.021
H (-9.886, 7.204, -0.024)  0.081
H (-9.663, 6.655, -1.697)  0.085
H (-10.806, 7.985, -1.326)  0.092
H (-11.673, 5.224, -2.760)  0.086
H (-12.816, 6.554, -2.389)  0.092
H (-13.075, 4.935, -1.711)  0.076
C (-5.392, 7.540, -0.273)  -0.021
C (-5.706, 8.068, -1.647)  -0.498
O (-6.744, 8.662, -1.875)  0.056
C (-4.687, 7.832, -2.730)  -0.024
H (-6.215, 7.782, 0.404)  0.087
H (-5.278, 6.454, -0.310)  0.062
H (-4.479, 8.005, 0.105)  0.088
H (-4.540, 6.759, -2.875)  0.084
H (-3.742, 8.310, -2.461)  0.084
H (-5.045, 8.266, -3.666)  0.083
C (-16.772, 4.530, 0.340)  -0.027
C (-15.563, 5.426, 0.397)  -0.498
O (-15.293, 6.183, -0.519)  0.052
C (-14.702, 5.351, 1.629)  -0.027
H (-17.298, 4.691, -0.604)  0.082
H (-16.462, 3.484, 0.394)  0.085
H (-17.450, 4.767, 1.163)  0.085
H (-14.300, 4.341, 1.740)  0.089
H (-15.288, 5.625, 2.509)  0.086
H (-13.869, 6.050, 1.531)  0.068
C (-1.141, -7.431, -3.127)  -0.017
C (-1.579, -6.334, -4.061)  -0.484
O (-1.825, -5.212, -3.650)  0.038
C (-1.700, -6.675, -5.522)  -0.018
H (-1.097, -7.042, -2.107)  0.079
H (-1.859, -8.253, -3.157)  0.091
H (-0.147, -7.785, -3.409)  0.087
H (-2.443, -7.464, -5.658)  0.091
H (-0.731, -6.996, -5.910)  0.088
H (-2.024, -5.790, -6.074)  0.086
C (13.305, 4.798, 6.732)  -0.023
C (14.242, 3.619, 6.687)  -0.492
O (13.895, 2.553, 6.210)  0.047
C (15.623, 3.810, 7.253)  -0.023
H (12.347, 4.515, 6.290)  0.082
H (13.138, 5.100, 7.768)  0.087
H (13.724, 5.628, 6.159)  0.088
H (15.559, 4.068, 8.312)  0.087
H (16.145, 4.596, 6.703)  0.087
H (16.187, 2.880, 7.153)  0.084
C (2.690, -3.001, -4.749)  0.000
C (3.936, -3.398, -4.006)  -0.449
O (3.881, -4.107, -3.011)  -0.022
C (5.247, -2.890, -4.535)  -0.010
H (1.818, -3.438, -4.255)  0.080
H (2.585, -1.914, -4.744)  0.094
H (2.734, -3.372, -5.775)  0.095
H (5.256, -1.798, -4.521)  0.094
H (5.404, -3.257, -5.552)  0.102
H (6.056, -3.255, -3.904)  0.028